Below is the molecule C5H10N2, with properties calculated with the ωB97M-V functional and the def2-TZVPD basis.

Each line ends with the natural charge from an NBO analysis.
Element x y z (Å)
N (-1.346, 0.837, -0.970)  -0.837
N (-0.906, -0.925, 1.324)  -0.400
C (0.075, -0.202, 0.731)  0.007
C (1.050, 0.866, -1.330)  -0.653
C (1.380, -0.158, 1.479)  -0.633
C (-0.112, 0.356, -0.524)  0.194
C (-1.709, -1.572, 0.539)  -0.104
H (1.237, -0.612, 2.457)  0.232
H (-1.482, -1.952, -0.454)  0.161
H (2.150, -0.731, 0.961)  0.212
H (-2.656, -1.900, 0.956)  0.165
H (-2.129, 0.668, -0.352)  0.397
H (1.480, 0.059, -1.923)  0.227
H (1.822, 1.304, -0.701)  0.230
H (1.734, 0.865, 1.612)  0.205
H (0.769, 1.657, -2.027)  0.203
H (-1.356, 1.441, -1.779)  0.394

Cartesian forces (eV/Å) of the 3 atoms listed first:
N 0.56 -0.93 -0.10
N -2.81 -0.16 -0.33
C 1.43 -0.31 -2.00

Summary:
HOMO level = -6.86 eV
calculated total energy = -305.9570 Ha
total charge = 0
ΔE to the lowest compared entry with this formula, charge and spin = 175.48 kJ/mol

=====

Below is the ion C5H10N2 with charge +2, with properties calculated with the ωB97M-V functional and the def2-TZVPD basis.

Each line ends with the natural charge from an NBO analysis.
Element x y z (Å)
N (1.031, 0.251, 0.559)  -0.261
N (-1.162, 0.719, 0.220)  -0.551
C (-2.268, -0.752, -1.438)  -0.857
C (0.038, 1.003, 0.842)  0.383
C (0.876, -0.767, -0.328)  -0.063
C (2.307, 0.447, 1.233)  -0.464
C (-1.332, -0.283, -0.527)  0.581
H (-1.895, 1.184, 0.827)  0.488
H (1.263, -1.766, -0.289)  0.296
H (0.219, 1.835, 1.401)  0.266
H (2.608, 1.505, 1.136)  0.280
H (-3.390, -0.806, -1.148)  0.373
H (2.190, 0.118, 2.273)  0.274
H (3.171, -0.279, 0.832)  0.295
H (-2.244, -0.135, -2.407)  0.369
H (0.582, -0.482, -1.326)  0.261
H (-1.995, -1.793, -1.859)  0.329

Cartesian forces (eV/Å) of the 3 atoms listed first:
N 0.41 -0.53 -0.03
N -1.37 2.78 4.09
C -2.11 -2.19 -3.02

Summary:
HOMO level (alpha / beta) = -19.44 / -19.44 eV
calculated total energy = -305.1813 Ha
total charge = +2
ΔE to the lowest compared entry with this formula, charge and spin = 334.09 kJ/mol

=====

Below is the molecule C5H10N2O, with properties calculated with the ωB97M-V functional and the def2-TZVPD basis.

Each line ends with the natural charge from an NBO analysis.
Element x y z (Å)
O (0.195, 1.355, 1.797)  -0.559
N (-2.581, -0.315, -0.289)  -0.662
N (-1.691, 0.731, 0.029)  -0.473
C (1.285, -1.943, 0.787)  -0.358
C (-0.061, 0.422, -0.473)  -0.139
C (0.324, 0.447, 0.969)  0.534
C (1.284, -0.688, 1.253)  -0.274
C (0.676, 1.416, -1.325)  -0.629
H (0.430, 1.311, -2.386)  0.219
H (2.080, -2.619, 1.089)  0.206
H (-0.133, -0.557, -0.949)  0.202
H (1.755, 1.261, -1.215)  0.223
H (2.028, -0.388, 1.986)  0.218
H (-2.669, -0.459, -1.294)  0.349
H (0.485, 2.450, -1.011)  0.240
H (0.811, -2.239, -0.142)  0.192
H (-1.822, 1.025, 1.004)  0.386
H (-2.397, -1.210, 0.171)  0.326

Cartesian forces (eV/Å) of the 3 atoms listed first:
O -0.15 -1.30 -1.57
N -0.06 0.00 0.20
N 0.85 -0.49 -2.56

Summary:
HOMO level = -8.19 eV
calculated total energy = -381.1370 Ha
total charge = 0
ΔE to the lowest compared entry with this formula, charge and spin = 389.62 kJ/mol

=====

Below is a structure of composition C5H10N2O, with properties calculated with the ωB97M-V functional and the def2-TZVPD basis.

Each line ends with the natural charge from an NBO analysis.
Element x y z (Å)
O (1.632, -0.928, 0.610)  -0.709
N (-1.626, -0.078, -0.616)  -0.825
N (1.175, 1.374, 0.070)  -0.402
C (0.898, -0.069, -0.197)  0.366
C (-0.886, -0.492, 1.658)  -0.613
C (1.034, -0.410, -1.674)  -0.643
C (-0.568, 0.181, 0.332)  0.039
C (-0.023, 1.586, 0.457)  0.083
H (-1.081, -1.546, 1.479)  0.226
H (-0.449, 2.532, 0.752)  0.183
H (-2.532, 0.075, -0.188)  0.365
H (-0.045, -0.401, 2.338)  0.235
H (-1.550, 0.514, -1.434)  0.362
H (0.535, -1.355, -1.866)  0.231
H (-1.765, -0.031, 2.106)  0.202
H (0.595, 0.367, -2.292)  0.211
H (2.089, -0.496, -1.927)  0.213
H (2.565, -0.823, 0.390)  0.477

Cartesian forces (eV/Å) of the 3 atoms listed first:
O 0.14 -0.16 0.18
N -0.10 0.00 -0.08
N 0.48 0.34 0.08

Summary:
HOMO level = -9.28 eV
calculated total energy = -381.2294 Ha
total charge = 0
ΔE to the lowest compared entry with this formula, charge and spin = 147.20 kJ/mol

=====

Below is the molecule C5H10N2O, with properties calculated with the ωB97M-V functional and the def2-TZVPD basis.

Each line ends with the natural charge from an NBO analysis.
Element x y z (Å)
O (2.213, 0.333, -0.343)  -0.684
N (0.205, -1.608, 0.938)  -0.835
N (0.591, 0.599, 1.776)  -0.874
C (0.299, 0.309, -1.724)  -0.005
C (0.055, -0.206, 0.672)  0.226
C (0.872, 0.143, -0.562)  0.207
C (-0.219, 0.369, -2.913)  -0.435
C (-1.477, 0.121, 0.389)  -0.618
H (-1.627, 1.172, 0.157)  0.212
H (1.169, -1.911, 0.896)  0.373
H (2.314, 0.457, 0.615)  0.497
H (-1.848, -0.517, -0.405)  0.232
H (-2.023, -0.109, 1.304)  0.198
H (-0.208, -1.884, 1.821)  0.357
H (0.419, 1.585, 1.609)  0.366
H (-0.661, 1.276, -3.299)  0.208
H (-0.211, -0.482, -3.580)  0.210
H (0.137, 0.352, 2.650)  0.367

Cartesian forces (eV/Å) of the 3 atoms listed first:
O -0.05 -0.14 -0.18
N -0.21 -0.47 -0.03
N 0.23 0.24 0.08

Summary:
HOMO level = -8.60 eV
calculated total energy = -381.2061 Ha
total charge = 0
ΔE to the lowest compared entry with this formula, charge and spin = 208.35 kJ/mol

=====

Below is a cluster of 2 separate species, C5H10N2O in total, with properties calculated with the ωB97M-V functional and the def2-TZVPD basis.

Each line ends with the natural charge from an NBO analysis.
Element x y z (Å)
O (-1.777, 0.281, -1.925)  -0.578
N (0.525, -0.893, -0.183)  -0.395
N (-1.888, -0.305, -0.643)  -0.188
C (-0.210, -1.452, 0.953)  -0.258
C (1.287, -1.654, -1.134)  -0.407
C (-0.828, -0.734, -0.144)  0.356
C (0.875, 2.039, 1.195)  -0.385
C (-0.376, 2.365, 0.949)  -0.386
H (-0.370, -2.526, 1.003)  0.193
H (1.633, 2.071, 0.430)  0.193
H (-0.699, 2.680, -0.029)  0.196
H (-2.680, 0.568, -2.113)  0.476
H (1.203, 1.721, 2.172)  0.186
H (0.882, -2.661, -1.287)  0.179
H (2.313, -1.735, -0.773)  0.204
H (-1.140, 2.328, 1.710)  0.191
H (1.281, -1.123, -2.084)  0.218
H (-0.032, -0.970, 1.904)  0.207

Cartesian forces (eV/Å) of the 3 atoms listed first:
O 0.50 -0.13 0.14
N 0.01 0.61 -0.15
N -1.23 0.18 -0.09

Summary:
HOMO level = -8.94 eV
calculated total energy = -381.1035 Ha
total charge = 0
ΔE to the lowest compared entry with this formula, charge and spin = 477.73 kJ/mol